(1)
{"formula": "C51H54ClN3O5Sb2Tl", "method": "ωB97M-V with the def2-TZVPD basis set", "species": ["H", "H", "H", "C", "H", "H", "C", "H", "H", "C", "H", "H", "H", "O", "C", "H", "C", "C", "H", "C", "H", "H", "C", "C", "H", "H", "H", "H", "H", "H", "C", "C", "C", "H", "O", "Sb", "C", "C", "C", "H", "N", "C", "C", "N", "H", "C", "C", "H", "C", "C", "C", "H", "C", "H", "C", "C", "C", "H", "C", "Tl", "C", "C", "Cl", "C", "C", "H", "H", "Sb", "H", "H", "H", "H", "H", "C", "H", "C", "C", "H", "H", "C", "C", "H", "H", "C", "H", "H", "C", "H", "C", "H", "C", "H", "C", "C", "O", "C", "H", "C", "C", "C", "H", "H", "H", "C", "C", "O", "H", "O", "H", "N", "C", "H", "H", "C", "H", "H", "C"], "xyz": [[-5.966, -0.722, -6.291], [0.722, 2.219, -2.820], [-7.000, -0.225, 2.799], [3.260, 2.540, 1.492], [-2.294, -0.942, 2.251], [1.223, -0.421, 3.052], [-4.186, -0.723, 0.186], [-3.523, 1.236, 0.781], [-5.756, -0.938, -2.027], [1.228, 5.887, -0.988], [-7.083, -0.929, -4.101], [-5.317, 1.556, 2.424], [0.390, 0.270, 4.469], [2.385, 0.333, 1.246], [1.372, 5.954, 0.390], [-6.844, -2.340, 1.539], [2.920, -2.027, -5.546], [-5.257, -0.870, -2.985], [6.962, 1.357, 4.501], [0.029, 3.797, -0.774], [3.641, -3.343, -2.517], [-3.500, -0.525, -6.405], [4.525, -3.976, 1.288], [-6.005, -0.851, -4.154], [-0.680, -1.682, 2.216], [-1.753, -4.780, -2.293], [1.846, 6.811, 0.848], [5.396, 2.321, 2.887], [1.073, 1.338, 3.227], [-2.165, -0.559, -4.341], [-5.270, 0.633, 1.864], [-4.259, 0.451, 0.930], [0.217, 3.837, 0.625], [0.269, -0.979, -3.722], [4.010, 1.628, -1.094], [1.163, -2.143, -0.966], [0.897, 4.925, 1.180], [-2.594, -3.132, -1.255], [6.101, -0.607, 4.411], [-1.265, -3.233, -2.961], [-0.687, 0.350, 2.650], [-1.444, -3.765, -2.020], [1.710, -1.420, -5.247], [-0.125, 2.765, 1.438], [6.794, -1.020, 5.132], [5.118, -1.405, 3.843], [-6.206, -0.367, 2.078], [-2.403, 3.130, -0.187], [3.260, 1.060, 1.712], [3.606, -2.727, -4.567], [1.782, -3.697, 1.563], [-3.545, -3.425, -1.702], [6.198, 0.733, 4.059], [-5.080, -2.652, -0.141], [-3.871, -0.792, -3.047], [-0.157, -3.900, -1.229], [-3.995, -0.627, -5.449], [-2.581, -3.451, -0.211], [-3.394, 2.523, 3.983], [0.145, 0.706, 0.115], [-2.076, 3.797, 2.433], [-2.613, 1.410, 3.739], [3.395, 0.559, -1.798], [-2.145, 2.865, -1.210], [1.891, -2.186, -2.982], [4.451, -5.025, 3.158], [5.040, -2.449, 4.114], [-2.624, -0.945, -1.291], [1.014, 4.956, 2.256], [-2.514, 3.652, -1.878], [-1.442, -1.309, 3.768], [5.598, -4.069, 1.182], [4.187, 2.823, 0.996], [0.570, 4.812, -1.556], [-1.851, 4.724, 1.923], [1.197, -1.490, -3.961], [-1.205, 2.697, 2.226], [2.013, -4.763, 3.411], [0.709, -3.582, 1.687], [3.884, -4.504, 2.399], [3.093, -2.810, -3.282], [3.177, 3.070, 2.442], [4.554, -3.194, -4.797], [-6.124, -1.553, 1.363], [-4.200, 2.472, 4.702], [-0.354, -4.322, -0.244], [-1.505, 1.475, 2.903], [1.172, -0.875, -6.012], [-0.353, 2.349, -2.727], [1.610, 6.680, -1.616], [0.576, 0.385, 3.395], [-0.838, 1.401, -2.967], [5.306, 1.278, 3.154], [2.422, -3.190, 0.436], [3.878, 0.443, -3.120], [3.800, -3.313, 0.308], [-3.742, 4.588, 3.500], [-1.320, -0.964, 2.735], [4.223, -0.862, 2.940], [-5.376, -0.736, -5.385], [3.332, -1.950, -6.543], [-2.849, 0.481, 4.239], [3.451, -1.473, 2.491], [-5.122, -1.726, 0.419], [-3.123, 3.721, 3.317], [3.610, -0.674, -1.079], [2.436, 2.810, 0.840], [1.947, 0.793, -1.851], [-0.701, 3.101, -3.443], [-0.696, 2.705, -1.350], [2.511, -4.359, 2.540], [0.528, -4.575, -1.747], [4.306, -2.857, -0.528], [-3.245, -0.652, -4.282], [-2.647, 1.931, -1.474], [0.445, 4.776, -2.629], [4.299, 0.489, 2.594]], "mulliken_charge": [0.3835, 0.5721, 0.4073, -1.4496, 0.2996, 0.2836, 0.2827, 0.1114, 0.3909, -0.8931, 0.4367, 0.5544, 0.4032, 0.8899, -0.9321, 0.4246, -0.7092, -0.6619, 0.4210, -0.4683, 0.3875, 0.4554, -0.9023, -0.7120, -0.5032, 0.5389, 0.4899, 0.4446, 0.1920, 0.2961, -0.4079, -0.3203, -1.0964, 0.4883, -0.7072, -0.1409, 0.5038, -1.3170, -0.5638, 0.1299, 1.4159, -0.5854, -0.6699, 0.8753, 0.4233, -0.8583, -0.7868, 0.1300, 0.4342, -0.6914, -0.3770, 0.5363, -0.9529, 0.3868, 1.0560, -1.1775, -0.7335, 0.7023, -1.0407, 1.4895, -0.8972, 0.0003, 1.6261, -0.6561, 0.8563, 0.4689, 0.4507, 0.1364, 0.5437, 0.4212, 0.4534, 0.4364, 0.7059, -0.2688, 0.5127, -0.5248, 0.4543, 0.4428, 0.0385, -0.6613, -0.5523, 0.6910, 0.4543, -0.7447, 0.4412, 0.7028, -0.1511, 0.4625, -1.3288, 0.4578, -1.4419, -0.1486, -0.4158, 1.4347, -0.6990, -0.3283, 0.4514, -0.5334, 0.6391, -0.6033, 0.4040, 0.4552, -0.1456, -0.2282, -0.8418, -0.5248, -0.5952, -0.6347, 0.4960, 1.3928, -0.8222, 0.5717, 0.3428, -0.3853, -0.1151, 0.4513, 0.2745], "homo_lumo_gap_ev": [4.716, 5.638], "homo_ev": [-9.642, -10.494], "total_charge": 1, "e_lumo_ha": [-0.18102, -0.17849]}

***

(2)
{"formula": "C8H9N", "method": "ωB97M-V with the def2-TZVPD basis set", "species": ["C", "H", "H", "N", "C", "C", "C", "H", "H", "H", "C", "H", "C", "H", "C", "H", "C", "H"], "xyz": [[0.299, 1.001, 0.380], [1.315, -2.181, 0.221], [-2.638, 0.536, 0.746], [-0.093, -1.510, -0.812], [-0.854, 1.360, -0.269], [-1.922, 0.446, -0.024], [-1.196, -0.838, 0.173], [3.221, -0.268, -0.297], [-1.895, -1.565, 0.603], [0.034, -0.915, -1.514], [1.774, 1.185, 0.003], [-0.963, 2.061, -1.214], [1.104, -1.137, 0.126], [2.266, 2.168, -0.337], [2.176, -0.053, -0.103], [-0.058, -0.640, 2.153], [0.048, -0.350, 1.034], [-2.618, 0.699, -0.867]], "nbo_charge": [-0.0310, 0.2315, 0.2285, -0.5682, -0.1797, -0.5017, -0.0359, 0.2124, 0.1955, 0.3316, -0.2074, 0.2126, -0.1300, 0.2433, -0.2001, 0.2339, -0.2522, 0.2168], "homo_lumo_gap_ev": 9.381, "homo_ev": -8.354, "e_lumo_ha": 0.03776, "de_lowest_ev": 4.789}

***

(3)
{"formula": "C37H41BF7I2N3O22", "method": "ωB97M-V with the def2-TZVPD basis set", "species": ["H", "H", "H", "C", "F", "C", "C", "O", "B", "C", "F", "O", "C", "F", "O", "C", "H", "F", "H", "O", "H", "O", "H", "C", "C", "O", "C", "F", "O", "C", "F", "H", "N", "H", "O", "C", "H", "C", "C", "H", "H", "H", "O", "O", "C", "C", "F", "H", "C", "H", "H", "O", "O", "H", "H", "O", "N", "O", "H", "H", "O", "O", "C", "H", "C", "H", "C", "H", "O", "C", "C", "C", "H", "C", "O", "C", "H", "H", "H", "H", "H", "C", "I", "O", "C", "O", "O", "H", "H", "H", "H", "H", "I", "C", "C", "H", "C", "C", "C", "H", "N", "C", "C", "H", "H", "C", "C", "H", "H", "H", "C", "C", "O"], "xyz": [[-2.256, 0.086, -1.727], [0.770, 6.056, -4.389], [-0.365, 3.918, -3.943], [-3.565, -2.050, 5.749], [-7.251, 4.003, -1.764], [4.051, 2.840, -2.616], [4.906, -5.946, 2.300], [5.175, 5.631, -4.460], [0.621, -5.570, -1.520], [2.054, 2.147, -3.400], [-3.093, -0.777, 5.661], [-4.861, -2.044, 6.303], [0.620, -2.966, -1.162], [1.565, 5.024, -5.898], [1.753, 3.260, 3.743], [0.372, -1.813, -0.371], [4.090, 3.520, -4.705], [5.225, 1.896, -4.460], [8.676, 5.210, -2.848], [2.634, 2.832, -2.393], [1.823, -5.373, 2.470], [-3.876, 6.315, -0.031], [-6.581, 6.180, -2.799], [-1.624, 6.100, -5.814], [-5.571, -3.058, 5.718], [3.867, -5.084, 2.186], [4.131, 2.611, -4.108], [8.585, 7.684, -2.491], [-5.496, 4.861, -0.630], [6.080, 5.822, -3.720], [0.213, 1.804, 7.650], [-0.896, 2.956, 6.461], [1.895, -6.280, -1.464], [-1.385, -7.752, -0.011], [6.697, 7.014, -3.538], [-4.918, 6.095, -0.542], [-1.322, 0.820, 5.310], [-1.046, -7.162, 2.781], [-6.852, 5.038, -0.987], [-1.174, 2.887, -1.646], [1.725, -7.281, -1.519], [-1.002, 0.364, 0.230], [-1.772, 5.008, -5.028], [0.898, 1.873, -3.442], [-3.795, -2.650, 4.381], [-0.116, -1.984, 0.894], [2.455, -8.213, 1.902], [0.316, 0.242, 5.695], [-2.198, -7.918, 0.689], [-7.462, 5.053, -0.082], [-2.942, -3.204, 4.007], [-0.305, 6.281, -6.118], [-6.598, -3.479, 6.121], [-0.919, 0.601, -2.770], [2.854, -7.290, 3.624], [2.962, 1.831, -4.351], [-0.810, -3.420, 2.680], [-4.915, -3.507, 4.620], [-7.724, 6.935, -1.658], [0.998, -2.813, -2.166], [6.633, 4.877, -2.919], [1.064, 2.897, 5.864], [-3.183, 2.456, -0.943], [-1.371, -4.783, 4.091], [-0.437, 0.613, -0.668], [-3.414, 1.544, -0.391], [-0.283, 1.111, 5.421], [-2.898, -2.624, 6.394], [4.445, -7.231, 2.329], [0.642, -0.449, -0.948], [-1.649, -8.121, 2.079], [3.050, -7.185, 2.556], [-4.071, -1.876, 3.663], [1.084, 2.670, 4.519], [-0.438, -6.079, -2.239], [-0.071, 2.245, 6.401], [-2.717, -8.814, 0.363], [-2.306, 2.397, -2.920], [2.451, -6.064, -2.287], [0.053, 1.567, -0.474], [-0.314, -1.136, 1.535], [-1.996, 2.216, -1.891], [-0.285, -7.437, 4.711], [-2.503, 6.802, -6.178], [-6.813, 6.349, -1.746], [0.221, 1.674, 4.206], [-5.720, 7.022, -1.115], [-4.068, 2.749, -1.500], [1.610, -0.079, -0.605], [-2.968, 3.218, -0.196], [0.720, -0.557, -2.031], [7.878, 5.075, -1.263], [-1.954, -10.035, 2.838], [7.780, 5.452, -2.276], [-0.800, -5.794, 2.259], [6.886, 7.322, -1.519], [-0.115, -4.391, 0.595], [2.670, -5.840, 1.972], [-0.507, 4.343, -4.932], [-0.451, 3.551, -5.680], [-0.340, -5.657, 1.043], [-0.356, -3.265, 1.404], [-1.021, -4.639, 3.075], [-2.905, -7.091, 0.657], [4.489, 3.779, -2.302], [7.472, 6.933, -2.353], [-1.425, 0.790, -1.826], [4.508, 2.018, -2.062], [-0.957, -5.370, -2.630], [2.469, -5.920, 0.901], [0.389, -4.233, -0.710], [0.456, 5.465, -5.251], [6.043, -5.634, 2.373]], "mulliken_charge": [0.4602, 0.3218, -0.1827, 0.2954, -0.2875, -0.1913, 0.5504, -0.4489, 0.6915, 0.6444, -0.2846, -0.3220, -0.3926, -0.2991, -0.4987, 0.4950, 0.2702, -0.3442, 0.2664, -0.3544, -0.0555, -0.4935, 0.2883, 0.5612, 0.6393, -0.4109, 0.4653, -0.2837, -0.2451, 0.6382, -0.2795, 0.2953, -0.5586, 0.1129, -0.3258, 0.6524, 0.0610, -0.9134, 0.3287, 0.2446, 0.1820, 0.4841, -0.3246, -0.4300, 0.3553, -0.9535, -0.2873, 0.2200, -0.9867, 0.2548, -0.5067, -0.3410, -0.4887, 0.5526, 0.2629, -0.3262, -0.6446, -0.3217, 0.2709, 0.4344, -0.3116, -0.3387, -1.2855, 0.3920, -0.6427, 0.3428, -0.1614, 0.3009, -0.3675, -0.8650, 0.2834, 0.3963, 0.2574, 0.6143, -0.6474, 0.3424, 0.4949, 0.2711, 0.2137, 0.4906, 0.9222, -0.1697, 0.1036, -0.5093, -0.4363, -0.2421, -0.3381, 0.2671, 0.4504, 0.2772, 0.2623, 0.2859, 0.0728, -0.4087, 0.4628, 0.2932, 0.1537, 0.6099, 0.0747, 0.2343, 0.1368, 0.0688, -0.1407, 0.2486, 0.0475, 0.2751, -1.2459, 0.3159, 0.3326, -0.1614, -0.4556, 0.4301, -0.5144], "homo_lumo_gap_ev": 8.052, "homo_ev": -8.968, "e_lumo_ha": -0.03366}

***

(4)
{"formula": "C4H7NO2", "method": "ωB97M-V with the def2-TZVPD basis set", "species": ["O", "H", "H", "H", "N", "C", "C", "H", "C", "H", "H", "O", "H", "C"], "xyz": [[-0.435, -1.203, -0.478], [1.338, -1.433, -1.323], [-1.380, -0.788, 1.289], [-2.935, 0.277, -0.253], [2.549, 0.644, -0.274], [1.110, -1.170, -0.305], [1.415, 0.240, 0.147], [2.773, 1.594, -0.003], [-1.010, -0.337, 0.367], [1.671, -1.860, 0.372], [-1.565, 1.147, -1.036], [0.441, 0.748, 0.879], [-2.035, 1.423, 0.726], [-1.944, 0.715, -0.109]], "nbo_charge": [-0.5347, 0.2210, 0.1611, 0.2331, -0.7329, -0.1227, 0.5206, 0.3455, 0.4836, 0.2122, 0.2358, -0.5896, 0.2478, -0.6807], "homo_lumo_gap_ev": 10.501, "homo_ev": -9.669, "e_lumo_ha": 0.03058, "de_lowest_ev": 2.912}

***

(5)
{"formula": "CH3Br2N2", "method": "ωB97M-V with the def2-TZVPD basis set", "species": ["Br", "Br", "H", "H", "H", "C", "N", "N"], "xyz": [[-2.257, -0.971, -1.273], [-1.430, 2.478, -0.113], [1.902, -0.090, 1.019], [0.544, 0.954, 0.878], [0.806, -1.595, -0.516], [0.370, -0.580, -0.241], [0.965, 0.079, 0.648], [-0.901, -0.275, -0.402]], "nbo_charge": [0.5676, 0.1339, 0.4495, 0.4258, 0.2697, 0.3174, -0.6574, -0.5064], "homo_lumo_gap_ev": [5.534, 5.739], "homo_ev": [-14.599, -14.766], "total_charge": 1, "e_lumo_ha": [-0.33313, -0.33175], "de_lowest_ev": 1.507}

***

(6)
{"formula": "C10H25ClOP", "method": "ωB97M-V with the def2-TZVPD basis set", "species": ["H", "H", "H", "H", "H", "C", "H", "C", "H", "H", "Cl", "H", "H", "H", "H", "C", "C", "O", "C", "H", "C", "H", "H", "C", "C", "H", "C", "H", "H", "H", "C", "H", "H", "H", "H", "P", "H", "H"], "xyz": [[0.273, -3.649, -0.349], [-0.729, 0.595, 2.486], [3.157, -1.512, -1.988], [0.867, -2.380, 0.686], [-3.185, -0.406, -1.700], [-0.780, 2.677, 0.504], [-0.860, 4.860, 0.590], [-1.933, 1.693, 0.526], [3.965, 0.608, 0.732], [4.521, 0.036, -0.857], [-0.263, 3.044, -1.191], [1.162, -2.734, -2.242], [-1.287, -1.086, 2.519], [-2.322, 1.716, 1.551], [0.078, 2.196, 0.972], [-1.130, -2.048, -0.131], [2.573, -1.710, -1.079], [2.658, -0.589, -0.224], [3.980, -0.242, 0.056], [-2.182, 1.026, -2.032], [-1.067, 4.006, 1.234], [-1.669, -2.412, -1.012], [-1.546, -0.574, -2.378], [0.313, -2.557, -0.238], [-2.165, -0.005, -1.678], [-2.743, 2.064, -0.112], [1.126, -2.009, -1.423], [-2.825, -0.528, 0.646], [-0.421, 4.101, 2.107], [3.003, -2.581, -0.561], [-0.731, -0.348, 1.931], [0.664, -1.104, -1.817], [-1.592, -2.551, 0.726], [0.314, -0.666, 1.866], [4.520, -1.070, 0.534], [-1.475, -0.161, 0.142], [-2.110, 4.057, 1.537], [-0.157, 0.245, -0.334]], "nbo_charge": [0.1745, 0.1809, 0.1501, 0.1950, 0.1865, -0.1671, 0.2117, -0.7351, 0.1887, 0.1517, -0.1305, 0.1841, 0.1897, 0.1966, 0.2078, -0.7075, -0.0458, -0.5306, -0.2365, 0.1962, -0.6266, 0.1852, 0.1820, -0.4020, -0.9651, 0.1968, -0.4239, -0.2188, 0.1995, 0.1446, -0.9741, 0.2331, 0.1925, 0.1936, 0.1497, 1.0543, 0.2059, -0.1873], "homo_lumo_gap_ev": 6.490, "homo_ev": -3.271, "total_charge": -1, "e_lumo_ha": 0.11828}

***

How do the records compare in E_tot? In the order shown, they have -98746.7687 -9926.8042 -124452.3251 -9844.3679 -144138.8564 -34631.8777 eV.